{"formula": "C31H48N4O15", "method": "wB97M-V/def2-TZVPD", "symbols": ["O", "C", "O", "C", "C", "O", "H", "H", "H", "H", "O", "C", "O", "C", "C", "O", "H", "H", "H", "H", "O", "C", "O", "C", "C", "O", "H", "H", "H", "H", "O", "C", "O", "C", "C", "O", "H", "H", "H", "H", "O", "C", "O", "C", "C", "O", "H", "H", "H", "H", "C", "C", "C", "C", "N", "H", "H", "H", "H", "H", "H", "H", "C", "C", "C", "C", "N", "H", "H", "H", "H", "H", "H", "H", "C", "C", "C", "C", "N", "H", "H", "H", "H", "H", "H", "H", "C", "C", "C", "C", "N", "H", "H", "H", "H", "H", "H", "H"], "positions_angstrom": [[0.01, 1.60, -2.22], [0.82, 2.14, -2.89], [2.05, 2.55, -2.57], [2.85, 2.84, -3.71], [1.98, 2.27, -4.80], [0.72, 2.07, -4.20], [2.84, 3.93, -3.83], [3.87, 2.49, -3.55], [2.36, 1.33, -5.19], [1.78, 2.93, -5.65], [1.59, -1.20, -2.37], [1.30, -1.32, -3.56], [0.41, -2.31, -3.96], [0.03, -1.94, -5.22], [1.21, -1.11, -5.79], [1.86, -0.64, -4.60], [-0.28, -2.82, -5.79], [-0.85, -1.30, -5.28], [0.76, -0.36, -6.44], [1.86, -1.57, -6.54], [3.77, 3.37, 0.22], [2.60, 3.35, 0.57], [1.57, 3.77, -0.07], [0.44, 3.72, 0.79], [0.86, 2.78, 1.89], [2.23, 2.94, 1.83], [0.01, 4.66, 1.13], [-0.47, 3.34, 0.31], [0.56, 1.76, 1.68], [0.41, 3.03, 2.85], [6.14, 0.69, 5.70], [5.34, 0.44, 4.82], [4.07, 0.34, 5.01], [3.43, 0.28, 3.69], [4.56, 0.71, 2.85], [5.61, 0.22, 3.59], [3.06, -0.74, 3.53], [2.73, 1.11, 3.69], [4.54, 1.79, 2.67], [4.42, 0.29, 1.85], [-4.80, -2.11, -1.15], [-4.11, -3.00, -1.69], [-4.15, -3.26, -3.00], [-3.22, -4.24, -3.46], [-2.48, -4.42, -2.20], [-3.20, -3.83, -1.13], [-3.59, -5.23, -3.74], [-2.48, -3.93, -4.19], [-1.49, -3.97, -2.18], [-2.43, -5.47, -1.93], [-2.26, -0.67, 2.29], [-2.15, -0.87, 0.74], [-0.85, -0.25, 0.16], [0.43, -0.54, 0.74], [1.38, -0.88, 1.19], [-1.33, -0.94, 2.79], [-2.91, -1.51, 2.54], [-2.84, 0.16, 2.70], [-3.04, -0.34, 0.41], [-2.37, -1.94, 0.65], [-0.93, 0.82, 0.36], [-0.69, -0.41, -0.91], [-3.62, 0.66, -2.98], [-3.15, 2.19, -2.91], [-2.96, 2.86, -1.49], [-3.94, 2.38, -0.55], [-4.67, 1.90, 0.20], [-4.49, 0.50, -2.34], [-2.88, -0.04, -2.59], [-3.51, 0.17, -3.95], [-3.79, 2.86, -3.50], [-2.18, 2.12, -3.40], [-2.91, 3.95, -1.50], [-1.98, 2.60, -1.09], [6.22, -1.94, -0.09], [4.77, -1.76, -0.25], [4.32, -0.31, -0.75], [4.63, -0.19, -2.16], [4.78, -0.08, -3.34], [6.54, -2.07, -1.12], [6.32, -2.91, 0.40], [6.72, -1.16, 0.49], [4.19, -1.99, 0.64], [4.36, -2.33, -1.08], [4.83, 0.55, -0.31], [3.28, -0.18, -0.46], [-5.21, -0.69, 8.40], [-4.11, -1.02, 7.46], [-4.10, -0.12, 6.23], [-4.56, -0.91, 5.10], [-4.89, -1.67, 4.24], [-5.20, 0.38, 8.59], [-5.18, -1.30, 9.31], [-6.14, -0.97, 7.91], [-4.24, -2.08, 7.25], [-3.15, -0.97, 7.97], [-3.08, 0.11, 5.95], [-4.54, 0.87, 6.29]], "relative_energy_kj_mol": 334.7, "orbital_gap_ha": 0.374, "multiplicity": 1, "smiles": "O=C1OCCO1.O=C1OCCO1.O=C1OCCO1.O=C1OCCO1.O=C1OCCO1.CCCC#N.CCCC#N.CCCC#N.CCCC#N"}